C36H43GeN3O7PS3V | wB97M-V/def2-TZVPD

XYZ file:
```
95
Properties=species:S:1:pos:R:3
Ge 0.5382 1.2082 -2.6332
V -0.9834 0.0729 -0.9872
S -1.0143 2.1132 0.4331
S 2.5152 -0.0515 -2.6641
S 0.9127 -0.8028 0.2508
P 2.6193 -0.2428 -0.6541
O 3.1188 1.1556 -0.1366
O -3.2464 -7.0242 -0.0669
O -2.1495 -7.6092 -1.8339
O 3.7845 -1.2193 -0.2577
O -2.4478 -0.8849 0.2424
O 1.2328 0.9613 4.5360
O -1.0772 -1.5021 -1.9731
N -0.0543 1.2057 2.7152
N -2.3620 1.1489 2.5595
N -2.5675 -6.7915 -1.0434
C 2.3716 3.4721 -2.2311
C 3.3961 -3.1927 1.1149
C -1.4025 0.3537 -6.2951
C 3.1043 -3.3159 -1.4052
C -0.4179 0.6342 -7.2270
C 3.3810 1.4480 1.2783
C 1.6415 5.7233 -1.8005
C -0.6943 -0.4291 4.4857
C -1.7954 -1.4645 6.3518
C 2.8599 2.8507 1.5249
C 1.0464 3.0452 -2.2678
C 0.8309 1.0739 -6.8109
C -0.9854 -3.7714 -2.5845
C 4.8643 1.3097 1.5374
C 2.6642 4.8094 -1.9989
C -1.1408 0.5089 -4.9395
C -3.7632 3.8280 2.6671
C -2.1835 -5.3893 -1.2734
C 1.0934 1.2311 -5.4594
C -3.6841 1.3819 1.9823
C 3.8464 -2.6936 -0.2412
C -1.1788 -1.4239 3.6389
C -1.9616 -2.4427 4.1555
C -4.4263 2.4593 2.7647
C -1.2013 1.4123 2.0088
C 0.1077 0.9457 -4.5119
C -1.4277 -2.7429 -1.7321
C -2.2791 -2.4564 5.5089
C 0.3193 5.3072 -1.8426
C -2.7369 -2.0902 0.2661
C -2.2604 -3.0849 -0.6356
C -1.3534 -5.0720 -2.3601
C 0.0225 3.9728 -2.0767
C -2.6396 -4.4223 -0.4256
C 0.2263 0.6220 3.9734
C -0.9883 -0.4590 5.8446
H 4.9179 -2.8679 -0.3583
H -0.6223 0.5144 -8.2824
H 2.8083 3.0348 2.5983
H -2.0336 -1.4818 7.4063
H 3.6489 -4.2486 1.2081
H 2.0672 1.5880 -5.1436
H -0.9183 -1.4143 2.5870
H 1.5975 1.2993 -7.5395
H -5.4426 2.5044 2.3690
H 0.7636 1.6303 2.2935
H -2.3758 0.0153 -6.6232
H 3.1768 2.7661 -2.3758
H -1.9146 0.2844 -4.2147
H -0.4802 6.0206 -1.6974
H 2.0337 -3.1221 -1.3398
H -0.5756 0.3043 6.4904
H -4.2283 0.4366 1.9999
H 3.5244 3.5881 1.0759
H 1.8745 6.7640 -1.6203
H 3.9012 -2.6486 1.9118
H 1.8750 2.9924 1.0757
H -4.3357 4.5745 3.2130
H -1.0202 -5.8695 -3.0086
H -3.5476 1.6809 0.9440
H -4.5157 2.1554 3.8114
H 3.2583 -4.3946 -1.3736
H -1.0147 3.6551 -2.1174
H -3.4222 -2.4305 1.0565
H -2.8955 -3.2496 5.9086
H 5.2006 0.2885 1.3682
H -2.3551 0.7745 3.5011
H -3.6914 4.1499 1.6287
H 3.4749 -2.9454 -2.3586
H 5.4216 1.9772 0.8812
H -0.3525 -3.5011 -3.4189
H -1.4407 1.2598 -2.0262
H 3.6940 5.1391 -1.9767
H -2.7557 3.8149 3.0839
H 2.8275 0.7158 1.8746
H -2.3122 -3.2346 3.5082
H 2.3194 -3.0835 1.2368
H -3.2834 -4.6952 0.4011
H 5.0739 1.5822 2.5709
```

Results
- DFT total energy (eV) = -180827.6506
- frontier orbital gap (alpha / beta) (Ha) = 0.2712 / 0.2573
- relative energy (zero: lowest compared OMol25 entry of this formula, charge and spin) (kcal/mol) = 0.0
- expectation value of S² = 0.80
- highest occupied orbital energy (alpha / beta) (eV) = -11.15 / -10.80
- total charge = +1
- F_max (hartree/bohr) = 0.012
- LUMO (alpha / beta) (eV) = -3.77 / -3.80
- 2S+1 = 2

Electronic structure analysis, Mulliken charges in units of e: number 1, Ge, carries 0.328; number 2, V, carries -0.444; number 3, S, carries -0.340; number 4, S, carries -0.633; number 5, S, carries 0.281; number 6, P, carries 0.101; number 7, O, carries 0.184; number 8, O, carries -0.608; number 9, O, carries -0.605; number 10, O, carries -0.396; number 11, O, carries -0.337; number 12, O, carries -0.550; number 13, O, carries 0.378; number 14, N, carries 0.431; number 15, N, carries 0.331; number 16, N, carries 1.030; number 17, C, carries 0.023; number 18, C, carries -1.203; number 19, C, carries -0.780; number 20, C, carries -1.192; number 21, C, carries -0.410; number 22, C, carries 0.915; number 23, C, carries -0.561; number 24, C, carries -0.277; number 25, C, carries -0.728; number 26, C, carries -1.666; number 27, C, carries 0.527; number 28, C, carries -0.822; number 29, C, carries -0.647; number 30, C, carries -1.568; number 31, C, carries -0.710; number 32, C, carries -0.181; number 33, C, carries -1.037; number 34, C, carries -0.560; number 35, C, carries -0.007; number 36, C, carries -0.893; number 37, C, carries 0.473; number 38, C, carries 0.683; number 39, C, carries -0.890; number 40, C, carries -0.631; number 41, C, carries 0.293; number 42, C, carries 0.491; number 43, C, carries -0.070; number 44, C, carries -0.538; number 45, C, carries -0.746; number 46, C, carries -0.385; number 47, C, carries 0.601; number 48, C, carries -0.448; number 49, C, carries -0.236; number 50, C, carries -0.478; number 51, C, carries 0.410; number 52, C, carries -0.355; number 53, H, carries 0.286; number 54, H, carries 0.391; number 55, H, carries 0.399; number 56, H, carries 0.415; number 57, H, carries 0.483; number 58, H, carries 0.390; number 59, H, carries 0.293; number 60, H, carries 0.406; number 61, H, carries 0.392; number 62, H, carries -0.501; number 63, H, carries 0.400; number 64, H, carries 0.372; number 65, H, carries 0.208; number 66, H, carries 0.442; number 67, H, carries 0.135; number 68, H, carries 0.493; number 69, H, carries 0.278; number 70, H, carries 0.428; number 71, H, carries 0.415; number 72, H, carries 0.307; number 73, H, carries 0.373; number 74, H, carries 0.407; number 75, H, carries 0.544; number 76, H, carries 0.429; number 77, H, carries 0.358; number 78, H, carries 0.507; number 79, H, carries 0.482; number 80, H, carries 0.422; number 81, H, carries 0.429; number 82, H, carries 0.266; number 83, H, carries 0.240; number 84, H, carries 0.243; number 85, H, carries 0.345; number 86, H, carries 0.332; number 87, H, carries 0.599; number 88, H, carries 0.258; number 89, H, carries 0.459; number 90, H, carries 0.242; number 91, H, carries 0.316; number 92, H, carries 0.557; number 93, H, carries 0.206; number 94, H, carries 0.573; number 95, H, carries 0.434